Record 1
Formula: C22H46AsI2N3O4PS
Source: the OMol25 dataset
Level of theory: ωB97M-V/def2-TZVPD

Last column: Mulliken charge in e.
Atoms and positions in Å:
H1 4.09021 1.39187 -2.32231  0.32
H2 -1.84761 0.00997 0.07868  -1.20
H3 -5.56916 -0.32248 1.54517  0.54
C1 1.46777 0.25068 -3.02010  -2.37
H4 2.39065 -0.35193 1.40610  1.00
H5 -4.14845 3.12065 5.11422  0.36
C2 3.61033 -2.14762 -0.24293  -0.37
H6 2.61787 2.46072 -4.36502  0.26
C3 1.74544 1.99854 -4.82659  -1.24
H7 -3.75581 1.30785 -0.05386  0.04
H8 -3.35615 -2.28546 -0.12588  0.66
H9 -4.03736 -1.15397 1.38540  0.27
H10 -0.81291 1.34492 1.46048  0.09
H11 1.90134 -2.59457 -1.46620  0.64
H12 2.57392 1.74585 0.28779  0.72
H13 5.53374 -2.30549 -1.21516  0.43
H14 -3.01072 3.27754 2.29135  0.16
H15 -5.39511 1.80582 3.42985  0.40
H16 -2.92721 1.03590 1.97969  -0.60
H17 2.79168 2.57419 -2.17686  0.15
I1 1.01656 -1.49035 -4.29716  0.08
O1 0.79993 3.34347 -0.67739  -0.52
H18 -2.64233 -2.17778 -1.70361  0.52
H19 3.91381 -6.49574 1.51514  0.43
N1 -1.31730 2.07196 -1.51524  -0.54
H20 -3.72320 0.18652 3.28315  0.60
H21 -2.19319 2.19946 -1.02631  0.17
H22 -3.32392 0.13869 -1.94543  0.15
C4 2.52226 -1.73268 -1.25006  -1.49
C5 1.82266 -4.19445 1.74189  0.65
H23 -5.29137 2.25212 1.71320  0.31
I2 -1.08715 1.15468 -4.69601  0.08
O2 -0.59184 2.17197 1.02435  -0.66
C6 -3.84068 3.19487 2.98908  -0.28
H24 2.51406 0.29238 -3.29731  1.29
H25 3.72293 -3.23104 -0.33585  0.50
H26 -4.68749 -0.92014 -1.79705  0.54
H27 0.95803 3.71798 0.19494  0.29
N2 2.36243 -4.09897 2.92597  -0.29
H28 3.71706 0.52412 -0.10071  0.89
C7 -1.57720 -1.00388 -0.19628  2.70
O3 2.36682 -5.18949 1.00339  -0.26
H29 -5.35006 0.77846 -0.42824  0.59
P1 -0.09250 1.95393 -0.54672  0.76
H30 -2.75285 2.17081 4.57088  0.31
H31 -0.16421 -1.44903 2.32100  0.58
H32 -2.66185 3.91975 4.64638  0.38
H33 2.09372 1.18165 -5.45057  0.30
H34 3.44097 -1.99839 0.81878  0.12
C8 -2.87838 -1.59282 -0.81694  -1.81
H35 1.42172 -1.90108 2.73666  0.69
H36 -4.44523 4.09689 2.91113  0.35
C9 -0.44779 -1.06740 -1.21537  -2.23
C10 -3.85146 -0.50303 -1.23817  -0.80
C11 3.30140 -5.68026 1.84214  0.02
C12 1.34062 -0.44453 1.13909  -1.45
C13 2.90794 1.10950 -0.53164  -1.33
H37 4.88289 -0.66755 -1.16739  0.38
C14 -4.71628 2.00326 2.59985  -0.74
H38 4.22015 2.68913 -1.17839  0.52
O4 5.77076 -1.35125 0.57981  -0.61
H39 -1.41396 -1.58146 0.70855  -0.39
C15 4.98849 -1.59011 -0.60220  -0.99
H40 0.94017 0.40040 1.70211  0.90
C16 -3.31774 3.08421 4.41335  -1.32
H41 1.24001 2.74875 -5.42232  0.52
As1 1.30918 -0.11083 -0.91625  2.41
H42 3.07883 -1.58542 -2.17614  0.57
C17 0.79880 -1.67785 1.87608  -1.76
C18 -4.37321 0.41448 -0.11446  -0.40
H43 6.15885 -0.47992 0.50662  0.31
H44 -0.28788 -2.11629 -1.44593  0.82
C19 -4.51935 -0.18722 1.28770  -0.95
S1 0.54343 -3.26832 1.03685  -0.18
N3 3.35380 -5.07469 2.97307  -0.60
C20 0.82095 1.48207 -3.70590  -0.20
C21 3.50968 1.98707 -1.61783  -1.90
C22 -3.90401 0.72646 2.35719  0.28
H45 0.63270 2.33025 -3.06123  0.22
H46 -0.88112 -0.62140 -2.10784  0.17

DFT total energy, hartree: -4901.7089
Lowest unoccupied orbital energy, eV: 2.414
Multiplicity: 1
HOMO level, hartree: -0.1631
Net charge: -1
Kohn-Sham gap, eV: 6.853

Record 2
Formula: C22H46ClNbO6P
Source: the OMol25 dataset
Level of theory: ωB97M-V/def2-TZVPD

Last column: Mulliken charge in e.
Atoms and positions in Å:
H1 4.16068 -1.67738 -2.41469  0.00
H2 -5.39127 -1.15807 -1.73055  0.11
H3 1.08637 2.83860 -4.66179  0.25
H4 2.88924 1.77536 1.11314  0.28
H5 4.44533 2.23599 -2.48247  0.30
H6 -3.41290 1.48062 5.38174  0.38
H7 -2.31818 0.17763 5.87426  0.32
C1 -5.64135 -2.56904 0.28727  -0.67
H8 -2.79617 0.76578 -2.01594  0.30
H9 4.51434 4.70688 -2.80369  0.32
C2 -4.75415 -3.55984 1.28731  0.61
O1 4.47825 4.60273 -4.88992  -0.37
H10 -1.34720 -0.05767 -1.12334  0.05
O2 2.70693 2.76506 -3.40724  -0.32
H11 -6.73435 -3.79933 2.54143  0.25
C3 -0.08276 -3.63818 0.49726  -0.45
H12 2.07085 1.36287 -4.78590  0.32
Nb1 2.05937 -3.17400 -0.27448  -0.85
H13 3.78606 -0.05195 -0.28770  0.23
H14 -0.36861 -3.01207 1.44362  0.17
H15 -1.60795 -2.24571 -2.90052  0.28
H16 2.61125 5.23294 -4.17100  0.29
H17 3.05498 5.75414 -5.80967  0.25
H18 -1.10311 -0.45322 3.77975  0.38
H19 0.46363 3.64681 7.01810  0.32
H20 -5.66647 -5.40808 2.44722  0.24
H21 2.64970 2.89429 -5.50247  0.39
O3 -1.64427 1.45327 4.36326  -0.38
C4 -1.89902 0.00086 -2.17575  -0.70
C5 0.43566 2.70443 6.46079  -0.75
Cl1 1.68448 -0.77671 2.07084  -0.28
H22 1.08767 1.52386 0.38135  0.18
H23 2.41534 0.20041 -1.68781  0.11
P1 4.33209 -2.67939 -1.35965  0.38
C6 2.25500 1.58091 0.14156  -0.75
C7 -2.46746 -1.52488 -2.53641  0.27
C8 -3.48140 -1.35257 -3.85541  -1.19
O4 -0.50283 1.82046 7.06053  -0.38
H24 1.42756 2.24114 6.51085  0.25
C9 3.43800 5.57203 -4.80176  -0.70
H25 1.31612 -2.89157 -1.93910  0.10
H26 -2.46399 1.97338 7.59683  0.36
H27 2.46518 2.44222 -0.62169  0.16
H28 4.45081 1.96011 -4.23201  0.36
H29 -2.55834 -4.59648 1.77434  0.24
C10 -3.14000 -3.89942 1.03604  -0.44
H30 -6.78308 -2.33705 0.42967  0.14
H31 0.04420 0.84283 3.37646  0.11
C11 -5.62072 -4.22000 2.55433  -0.85
H32 5.20841 -2.12783 -0.35590  0.01
H33 5.88263 3.89865 -3.58683  0.39
O5 -0.97663 -3.46948 -0.65885  -0.21
H34 2.78362 -3.52978 1.34856  0.05
C12 2.11106 2.44999 -4.65924  -0.86
H35 -4.27722 -0.50710 -3.68633  0.26
C13 -2.36364 1.23510 5.58091  -0.51
H36 -3.98795 -2.39014 -4.14631  0.30
C14 -3.25561 -2.22474 -1.24489  0.05
C15 4.13324 2.65484 -3.44448  -0.30
H37 -0.06402 0.25667 5.04933  0.34
H38 -1.17763 0.40705 -3.02131  0.22
C16 4.79472 4.02635 -3.61895  -0.66
C17 -0.63925 0.46789 4.14331  -0.64
O6 5.03980 -3.96301 -1.98809  -0.72
C18 -4.84382 -1.89453 -0.97698  -0.35
H39 3.84222 6.50774 -4.40572  0.33
H40 -5.09196 -3.94200 3.57726  0.24
C19 2.63793 0.09318 -0.52000  0.05
H41 -2.78265 -0.99693 -4.74213  0.35
C20 -2.37530 -3.24804 -0.26019  0.29
H42 0.20454 2.91015 5.41063  0.33
C21 1.64862 -0.98790 0.21468  0.17
H43 2.29267 -4.92251 -0.76380  0.06
H44 -0.03935 -4.77996 0.81408  0.36
C22 -1.85136 2.14180 6.70542  -0.45
H45 -1.94135 3.20031 6.43127  0.31
H46 0.54475 -0.73879 -0.15243  -0.08

DFT total energy, hartree: -2175.0901
Lowest unoccupied orbital energy, eV: 1.340
Multiplicity: 1
HOMO level, hartree: -0.1821
Net charge: -1
Kohn-Sham gap, eV: 6.296